# 1
Molecular formula: C6H5BrN2S
Method: DFT, wB97M-V/def2-TZVPD

Geometry (Å):
C  -0.722263  -2.222909  0.454032
C  -1.475158  1.623438  -1.186252
C  -1.072770  2.553189  -0.250148
C  -0.838524  0.206582  0.362188
C  2.603720  -1.355554  -0.044139
C  -0.562510  -0.968959  1.023994
N  -0.819687  -3.272225  -0.012568
N  -1.338927  0.351942  -0.842703
S  -0.483763  1.788619  1.152271
Br  2.650545  0.466967  -0.151130
H  -1.884022  1.866282  -2.149861
H  -1.096655  3.621188  -0.326485
H  3.245118  -1.839687  0.666220
H  1.969888  -1.888043  -0.725074
H  -0.174990  -0.930832  2.029654

Forces on the atoms, in the same order (eV/Å):
-0.2 -0.6 -0.4
0.1 0.7 0.1
0.1 -0.2 0.2
0.3 1.3 0.7
-0.1 -0.3 0.1
0.3 0.3 0.7
0.0 -0.2 0.0
-0.2 -0.9 -0.4
-0.4 -0.7 -0.6
0.1 0.4 -0.1
-0.1 0.1 -0.2
0.0 0.2 -0.1
0.1 0.0 0.1
-0.1 -0.1 -0.1
0.0 0.0 0.1

## Properties
Relative energy (zero: lowest compared OMol25 entry of this formula, charge and spin)   106.3 kJ/mol
Electronic energy   -3313.225174 Ha
Frontier orbital gap (alpha / beta)   6.4 / 8.1 eV
Highest occupied orbital energy (alpha / beta)   -0.3082 / -0.3050 Ha
Total charge   0

# 2
Molecular formula: C6H5Cl2N2O4PS3
Method: DFT, wB97M-V/def2-TZVPD

Geometry (Å):
O  3.389517  2.134700  0.697079
C  2.138778  2.053186  0.816003
N  0.879729  1.793977  0.526358
C  0.482806  0.431116  1.030681
O  -0.465718  0.436004  2.123324
S  -1.690227  1.591226  1.967440
O  -1.204151  2.982679  2.373882
O  -2.131290  1.792198  0.314125
C  -2.403797  0.436373  -0.132474
C  -1.169241  -0.099789  -1.072511
Cl  -1.938548  -1.470254  -2.083068
Cl  -0.657235  1.174843  -2.330638
C  0.080095  -0.602869  -0.187061
N  -0.397205  -1.862904  0.535012
C  0.292421  -2.912226  0.171271
S  1.197092  -4.267714  -0.137435
P  1.699411  -0.868503  -1.171536
S  1.471460  -1.704438  -2.909832
H  1.462176  -0.029528  1.466893
H  -2.660971  -0.308735  0.700833
H  -3.323204  0.454504  -0.844187
H  2.687655  -1.606573  -0.442745
H  2.260442  0.452731  -1.411420

Forces on the atoms, in the same order (eV/Å):
-7.8 0.0 1.4
2.4 -1.3 -3.3
4.6 0.3 2.1
2.2 -1.2 0.3
0.4 1.4 -2.7
-0.3 4.9 1.9
-1.0 -4.6 -1.5
1.1 -2.4 1.6
-0.6 -0.4 -2.4
-0.7 0.0 -0.1
0.8 1.0 1.2
-0.5 -1.0 1.6
-0.7 0.9 1.3
3.9 -3.4 -2.6
-0.7 0.5 1.2
-2.6 3.5 0.9
0.3 0.5 -2.2
0.0 -0.2 0.2
-2.0 0.3 -0.4
0.7 1.0 -1.1
1.7 0.2 1.3
-0.8 0.7 0.5
-0.5 -0.8 0.9

## Properties
Electronic energy   -3098.227176 Ha
Frontier orbital gap   7.8 eV
Highest occupied orbital energy   -0.3311 Ha
Total charge   0

# 3
Molecular formula: C6H5Cl3N2
Method: DFT, wB97M-V/def2-TZVPD

Geometry (Å):
C  -2.116026  -0.172347  0.847677
C  -1.334414  -0.054415  -0.433833
C  0.049994  -0.000425  -0.407538
C  0.799575  1.244677  -0.391362
Cl  0.208155  2.922669  -0.385203
N  2.121898  1.288465  -0.252303
C  2.780819  0.035809  0.099705
Cl  4.458250  -0.022941  -0.036239
N  2.169716  -1.086315  0.191650
C  0.872589  -1.108426  -0.087075
Cl  0.221397  -2.574747  -0.586535
H  -3.154545  -0.493124  0.679070
H  -1.586167  -0.990148  1.552979
H  -2.071665  0.794902  1.294035
H  -1.551715  0.970877  -0.898978
H  -1.867862  -0.754507  -1.186053

Forces on the atoms, in the same order (eV/Å):
1.3 -2.3 1.7
-5.5 1.2 -3.8
5.1 0.8 1.9
1.8 -0.6 1.1
-0.6 -1.3 -0.4
1.2 -3.1 1.1
-2.6 3.7 -2.3
0.7 0.5 0.5
-0.6 -1.2 0.3
-0.3 2.0 -1.5
-0.4 -1.7 0.4
0.4 0.2 0.1
-1.3 1.9 -1.4
-0.2 0.5 1.0
-0.5 -1.2 0.6
1.6 0.7 0.9

## Properties
Relative energy (zero: lowest compared OMol25 entry of this formula, charge and spin)   169.5 kJ/mol
SMILES string   CCc1c(Cl)nc(Cl)nc1Cl
Electronic energy   -1721.674755 Ha
Frontier orbital gap   9.3 eV
Highest occupied orbital energy   -0.3528 Ha
Total charge   0

# 4
Molecular formula: C6H5ClF2
Method: DFT, wB97M-V/def2-TZVPD

Geometry (Å):
C  0.135477  1.154333  0.648385
C  0.766414  0.516775  -0.313077
C  0.229043  -0.835966  -0.606294
C  -1.091685  -1.090346  -0.570070
C  -2.133363  -0.118256  -0.423973
F  -2.052522  1.159593  -0.824671
C  -3.329436  -0.461508  0.014746
F  -3.627797  -1.686225  0.381418
Cl  -4.635816  0.685207  0.117210
H  0.591371  2.144438  1.024569
H  -0.746658  0.720775  1.200302
H  1.685918  0.939786  -0.810655
H  0.944056  -1.703025  -0.641821
H  -1.458227  -2.140408  -0.774098

Forces on the atoms, in the same order (eV/Å):
0.7 2.3 2.1
0.6 -0.7 -0.5
0.4 -0.7 0.1
1.2 -1.6 -1.1
-1.1 0.2 -0.4
0.6 0.0 -0.2
-1.2 1.0 0.1
-0.2 -0.5 0.3
0.4 -0.7 0.1
-1.2 -1.5 -0.6
1.3 0.7 -0.6
-1.2 -0.7 0.6
-0.8 1.0 -0.4
0.5 1.3 0.6

## Properties
Relative energy (zero: lowest compared OMol25 entry of this formula, charge and spin)   147.0 kJ/mol
SMILES string   C=C/C=C\C(F)=C(/F)Cl
Electronic energy   -891.452601 Ha
Frontier orbital gap   9.1 eV
Highest occupied orbital energy   -0.3193 Ha
Total charge   0

It is found that the max |F| values, taken in the order of the records, are 1.5; 7.9; 6.8; 3.2 eV/Å.